(1)
Entry from the OMol25 dataset: an isolated ion of composition C19H26N3O and charge +1 in a non-equilibrium geometry (ωB97M-V with the def2-TZVPD basis set).

```
49
Properties=species:S:1:pos:R:3
C -3.35549 6.34794 -0.40736
N -2.21317 5.92107 -1.22315
C -1.22064 6.97022 -1.45698
C -1.90466 4.55037 -1.37871
C -2.47870 3.80213 -2.46343
C -2.20155 2.47248 -2.60321
C -1.37571 1.77077 -1.66314
C -1.21544 0.34306 -1.75101
C -0.33686 -0.41430 -1.03236
C -0.14734 -1.83538 -1.23667
N 0.64277 -2.28167 -2.54148
O 2.07499 -1.91157 -2.46251
C 0.37488 -2.54048 0.03552
C -0.11511 -3.77258 0.52245
C 0.53576 -4.46837 1.51933
C 1.65322 -3.91106 2.15621
N 2.33373 -4.62527 3.17916
C 3.52489 -5.43314 2.87860
C 2.13337 -4.37203 4.61400
C 2.07902 -2.62800 1.77941
C 1.41513 -1.95230 0.75047
C -0.80442 2.52116 -0.62242
C -1.03705 3.88295 -0.48452
H -4.01031 5.48925 -0.24103
H -3.00848 6.75073 0.54947
H -3.89497 7.13484 -0.94168
H -0.41273 6.56167 -2.06147
H -1.70063 7.79276 -1.98870
H -0.83132 7.35550 -0.51341
H -3.12457 4.33798 -3.16202
H -2.65864 1.90214 -3.40217
H -1.75595 -0.14489 -2.56889
H 0.21779 0.10967 -0.28434
H -1.16782 -2.33583 -1.49918
H 0.45545 -3.35100 -2.18600
H 0.00967 -1.49352 -2.93598
H 2.57740 -2.33394 -3.18452
H -0.94741 -4.23550 -0.00298
H 0.20058 -5.44464 1.83035
H 3.61548 -5.51554 1.79203
H 4.42043 -4.95721 3.29969
H 3.40708 -6.42893 3.32321
H 1.25882 -3.73644 4.73103
H 1.97571 -5.32045 5.13422
H 3.01296 -3.88931 5.04700
H 2.94080 -2.16082 2.28476
H 1.85569 -0.99574 0.39562
H -0.21668 2.02319 0.14296
H -0.57996 4.45004 0.33383
```

Output
SMILES: CN(C)c1ccc(/C=C/[C@@H]([NH2+]O)c2ccc(N(C)C)cc2)cc1
Spin multiplicity: 1
Net charge: +1
Energy above the lowest of the compared OMol25 structures with the same formula, charge and spin in eV: 5.028
Kohn-Sham gap in eV: 6.93

***

(2)
Entry from the OMol25 dataset: C2H3LiO2Pb as an isolated structure in a non-equilibrium geometry (ωB97M-V with the def2-TZVPD basis set).

```
9
Properties=species:S:1:pos:R:3
H -0.33190 2.23773 -2.61033
O 1.21081 -0.17857 -0.54942
C 0.80708 -0.53642 0.69607
C -0.48496 -0.27673 1.03422
O -1.26842 0.28366 0.07628
Li -0.55116 -1.36903 -0.96754
Pb 0.03343 1.44103 -1.03550
H 1.51020 -1.04998 1.35886
H -0.92507 -0.55168 1.99736
```

Output
Spin multiplicity: 1
Energy above the lowest of the compared OMol25 structures with the same formula, charge and spin in eV: 0.983
Kohn-Sham gap in eV: 5.38

***

(3)
Entry from the OMol25 dataset: a 10-piece molecular cluster, C18H56N4O10 overall in a non-equilibrium geometry (ωB97M-V with the def2-TZVPD basis set).

```
88
Properties=species:S:1:pos:R:3
N 0.77240 -0.79159 -4.89354
C -0.02435 -0.47915 -3.77171
N -1.36930 -0.42193 -4.10908
O 0.38753 -0.32207 -2.59085
H 1.81702 -0.66370 -4.83059
H 0.35393 -0.51362 -5.79686
H -2.08018 -0.29164 -3.43546
H -1.55314 -0.22172 -5.06942
N 0.77687 1.87253 5.26679
C 0.79188 0.51845 4.85214
N 2.07598 0.04462 4.80671
O -0.15864 -0.14585 4.56288
H -0.15533 2.25092 5.18154
H 1.54539 2.38415 4.81646
H 2.28375 -0.91803 4.47587
H 2.82004 0.57341 5.28248
C 0.91103 3.36413 -2.15517
C 1.93141 4.44973 -1.81648
O 3.22741 3.84622 -2.02830
H -0.02388 3.60637 -1.70392
H 1.28309 2.44620 -1.69073
H 0.90820 3.28638 -3.24015
H 2.01927 4.80351 -0.75919
H 1.70063 5.25541 -2.51507
H 3.97024 4.46017 -1.88012
C -5.10446 1.92577 2.04036
C -5.67014 0.93611 1.00214
O -5.10659 -0.42070 1.22163
H -5.23535 1.61072 3.05684
H -5.57225 2.87843 1.92001
H -4.04215 2.10806 1.94969
H -5.31084 1.28752 0.00740
H -6.73930 0.83818 0.88925
H -5.77027 -0.95030 1.68515
C -4.78209 2.57352 -3.26185
C -3.68168 2.04540 -2.33870
O -3.70633 0.63438 -2.32208
H -4.64735 2.24288 -4.30749
H -4.87431 3.65243 -3.25561
H -5.81169 2.21116 -3.07991
H -3.82461 2.51834 -1.32297
H -2.77405 2.41154 -2.76792
H -3.10645 0.27512 -1.60544
C 2.79778 -3.09986 0.97621
C 2.69648 -3.51076 2.44608
O 3.55844 -2.66292 3.25085
H 2.21094 -3.82376 0.43261
H 3.84068 -3.02871 0.62842
H 2.32190 -2.14919 0.82310
H 2.90306 -4.61138 2.55472
H 1.68572 -3.29002 2.71674
H 3.88156 -3.16172 4.00076
C -1.56821 -4.31196 -0.99672
C -1.32990 -4.01074 0.45259
O -2.56079 -3.53628 0.98584
H -0.62569 -4.67311 -1.43161
H -1.86501 -3.37328 -1.39654
H -2.39578 -5.00095 -1.06274
H -0.70728 -3.12618 0.50768
H -0.88391 -4.86781 0.98736
H -2.36594 -2.95110 1.74744
C 3.95111 1.16041 2.18278
C 3.09000 2.38850 2.39553
O 2.96353 2.84521 3.74657
H 3.48414 0.23721 2.54417
H 4.99977 1.38325 2.54646
H 3.97050 1.08936 1.09946
H 2.06228 2.16827 2.07708
H 3.52887 3.16316 1.80796
H 3.55292 3.52046 4.06682
C -0.74082 0.07852 1.52008
C -1.14730 0.96430 0.28649
O -1.56702 0.04284 -0.70999
H -0.18246 -0.74319 1.12965
H -1.68107 -0.35436 1.92937
H -0.18139 0.59408 2.30644
H -0.19422 1.40312 -0.01648
H -1.91452 1.70159 0.48862
H -0.85805 -0.03463 -1.40447
C 3.44422 -1.81249 -2.11732
C 2.95122 -2.98541 -2.94747
O 2.30017 -3.90928 -2.02358
H 2.61267 -1.32700 -1.65272
H 3.97421 -1.04927 -2.65566
H 4.08920 -2.18080 -1.28845
H 3.78954 -3.56295 -3.41450
H 2.20889 -2.64414 -3.64185
H 1.44823 -4.11848 -2.34649
```

Output
SMILES: NC(N)=O.NC(N)=O.CCO.CCO.CCO.CCO.CCO.CCO.CCO.CCO
Spin multiplicity: 1
Energy above the lowest of the compared OMol25 structures with the same formula, charge and spin in eV: 1.168
Kohn-Sham gap in eV: 9.79

***

- The highest energy above the lowest of the compared OMol25 structures with the same formula, charge and spin belongs to which entry?
  C19H26N3O

***

- energy above the lowest of the compared OMol25 structures with the same formula, charge and spin of number 1 (C19H26N3O)?
  5.028 eV

***

What did the second record say?
Entry from the OMol25 dataset: C2H3LiO2Pb as an isolated structure in a non-equilibrium geometry (ωB97M-V with the def2-TZVPD basis set).

```
9
Properties=species:S:1:pos:R:3
H -0.33190 2.23773 -2.61033
O 1.21081 -0.17857 -0.54942
C 0.80708 -0.53642 0.69607
C -0.48496 -0.27673 1.03422
O -1.26842 0.28366 0.07628
Li -0.55116 -1.36903 -0.96754
Pb 0.03343 1.44103 -1.03550
H 1.51020 -1.04998 1.35886
H -0.92507 -0.55168 1.99736
```

Output
Spin multiplicity: 1
Energy above the lowest of the compared OMol25 structures with the same formula, charge and spin in eV: 0.983
Kohn-Sham gap in eV: 5.38

***

- What is the energy above the lowest of the compared OMol25 structures with the same formula, charge and spin in the second record?
  0.983 eV